Entry 1:
C4H6BrClO | ωB97M-V with the def2-TZVPD basis set

```
13
Properties=species:S:1:pos:R:3:forces:R:3:nbo_charge:R:1
C 1.18906 0.27765 -0.07067 -0.107 2.274 0.323 -0.330
C -0.07590 0.54420 -0.34311 0.598 1.421 0.604 -0.100
Cl -0.61701 2.23361 -0.13891 -0.058 -1.200 -0.092 -0.005
C -1.02981 -0.44288 -0.85941 0.365 0.840 -0.885 0.513
C -0.55501 -1.83063 -1.11891 -2.068 -0.539 -0.499 -0.722
O -2.14422 -0.09835 -1.13425 -0.983 -0.098 -0.001 -0.506
H 1.64439 -0.59603 -0.35615 0.736 -2.173 -0.219 0.201
H 1.85532 1.04604 0.31215 -0.198 -0.044 -0.040 0.223
H -1.25495 -2.39214 -0.45430 1.257 -0.356 -0.301 0.258
H 0.48594 -2.02515 -1.15154 0.819 -0.313 0.987 0.223
H -0.85957 -2.09265 -2.13547 -0.388 0.165 0.043 0.249
Br 0.44291 2.42920 3.10459 0.072 0.142 0.222 -0.202
H 0.91884 2.94713 4.34596 -0.046 -0.120 -0.142 0.198
```
Forces are in eV/Å.

Summary:
SMILES	C=C(Cl)C(C)=O.Br
E_LUMO	0.0347	eV
ΔE to the lowest compared entry with this formula, charge and spin	4.03	kcal per mole
net charge	0
HOMO-LUMO gap	10.2	eV

Entry 2:
C4H6BrF | ωB97M-V with the def2-TZVPD basis set

```
12
Properties=species:S:1:pos:R:3:forces:R:3:nbo_charge:R:1
F -0.89277 1.01734 -2.53943 0.943 -0.028 0.434 -0.350
C 0.14812 0.74223 -1.67578 -1.868 -0.078 3.760 0.224
C -0.16468 0.74003 -0.32481 0.432 0.089 -2.956 -0.099
C -0.03675 0.61057 1.16182 1.924 0.494 1.727 -0.421
C -1.28576 1.08466 0.57056 -1.504 0.131 -1.172 -0.442
H 1.06552 0.49767 -2.19008 -0.037 -0.033 0.138 0.186
H 0.02893 -0.40576 1.70667 0.041 1.844 -1.137 0.240
H 0.40645 1.54516 1.68634 0.088 -2.199 -0.707 0.228
H -2.21554 0.56428 0.60594 -0.293 -1.010 -0.190 0.219
H -1.53279 2.11677 0.67642 0.252 0.824 0.087 0.214
Br 1.44253 -2.74706 -1.05582 0.076 -0.018 0.048 -0.203
H 0.38557 -3.48298 -1.64394 -0.053 -0.017 -0.033 0.204
```
Forces are in eV/Å.

Summary:
SMILES	FC=C1CC1.Br
E_LUMO	0.7063	eV
ΔE to the lowest compared entry with this formula, charge and spin	40.30	kcal per mole
net charge	0
HOMO-LUMO gap	9.9	eV

Entry 3:
C4H6BrN2O | ωB97M-V with the def2-TZVPD basis set

```
14
Properties=species:S:1:pos:R:3:forces:R:3:nbo_charge:R:1
C -0.33092 -1.68689 0.94411 -0.832 1.793 1.311 0.007
C 0.66705 -1.37682 0.12771 -0.847 -0.480 0.596 -0.051
C -1.58601 0.38254 0.96140 6.091 -2.551 -1.375 0.394
C 0.01412 1.11554 -0.48083 -2.201 -0.408 1.467 0.171
N -1.28799 -0.70000 1.38594 -0.865 -0.794 -0.477 -0.391
N 1.01602 -0.12731 -0.57440 0.817 0.856 -0.714 -0.606
O 0.76457 2.27279 -0.36789 0.240 -1.460 -0.360 -0.729
Br -1.21176 0.99557 -2.04014 0.828 0.104 0.105 0.007
H -0.51881 -2.65500 1.46653 0.648 0.799 -0.980 0.276
H 1.28024 -2.20698 -0.09277 1.027 -0.440 -0.602 0.245
H -2.26639 1.10096 0.92873 -2.967 3.003 0.241 0.215
H 1.99178 0.17539 -0.28483 -1.278 -0.086 0.006 0.468
H 1.16897 -0.42323 -1.57742 -0.421 0.628 0.817 0.456
H 0.29911 3.13343 -0.39613 -0.239 -0.965 -0.035 0.538
```
Forces are in eV/Å.

Summary:
E_LUMO	-4.4316	eV
ΔE to the lowest compared entry with this formula, charge and spin	88.92	kcal per mole
net charge	+1
HOMO-LUMO gap	8.1	eV

Entry 4:
C4H6BrN3O | ωB97M-V with the def2-TZVPD basis set

```
15
Properties=species:S:1:pos:R:3:forces:R:3:nbo_charge:R:1
C -2.31169 0.01004 0.36793 0.880 -0.852 -1.011 -0.451
C -1.60689 -0.90153 -0.35424 0.754 -2.255 0.584 0.287
C 1.56261 -0.12548 0.53302 0.737 0.349 0.482 0.518
C 2.82244 1.85120 0.27893 0.909 1.872 2.706 -0.258
N -0.22624 -1.03517 -0.70626 -0.651 1.385 -0.994 -0.337
N 0.63182 -0.28420 -0.18485 -0.284 -0.347 0.770 -0.107
N -2.02484 -2.21802 -0.67789 2.470 0.949 -0.882 -0.813
O 2.59842 0.57983 0.86282 -0.510 -0.533 -0.050 -0.464
Br -4.10642 -0.52795 0.80809 0.650 0.737 0.023 0.021
H 3.14737 1.84676 -0.70253 0.137 -0.538 -2.257 0.191
H 3.71229 2.19994 0.85610 -0.764 0.032 -0.372 0.203
H 2.00665 2.57583 0.45338 0.133 -0.638 -0.139 0.194
H -1.85730 0.96352 0.63881 -0.715 -0.273 0.145 0.229
H -2.98679 -2.31566 -0.75545 -1.862 -0.599 -0.544 0.381
H -1.36142 -2.61912 -1.41785 -1.885 0.711 1.540 0.407
```
Forces are in eV/Å.

Summary:
E_LUMO (spin up / spin down)	-0.0137 / -0.0144	eV
ΔE to the lowest compared entry with this formula, charge and spin	85.54	kcal per mole
net charge	0
HOMO-LUMO gap (spin up / spin down)	7.8 / 7.7	eV

Entry 5:
C4H6BrNO | ωB97M-V with the def2-TZVPD basis set

```
13
Properties=species:S:1:pos:R:3:forces:R:3:nbo_charge:R:1
C -0.34821 1.14241 0.16667 -4.872 -0.119 -3.940 -0.630
C -0.26871 -0.32521 0.16246 0.520 -2.901 -1.322 0.075
C -0.73576 -1.39454 0.87398 -1.398 1.788 2.226 0.045
O -0.17468 -2.56302 0.45120 -1.101 0.662 1.119 -0.396
C 0.58908 -2.20562 -0.57659 -1.371 1.843 0.554 0.314
N 0.51136 -0.92109 -0.82396 1.506 -1.697 -0.864 -0.497
H 0.29103 1.49290 0.83695 2.591 1.933 2.980 0.225
H -1.44902 1.38076 0.43298 1.839 0.186 -0.273 0.221
H -0.10194 1.62547 -0.88717 -0.573 -1.324 2.230 0.250
H -1.44248 -1.34549 1.75932 1.163 -0.713 -1.330 0.214
H 1.03707 -3.08252 -0.94798 0.991 -0.176 -1.307 0.202
Br 2.90175 0.95682 -0.59190 1.224 1.337 0.062 -0.242
H 2.32417 -0.30240 -0.54410 -0.520 -0.820 -0.136 0.218
```
Forces are in eV/Å.

Summary:
SMILES	Cc1cocn1.Br
E_LUMO	0.8259	eV
ΔE to the lowest compared entry with this formula, charge and spin	21.92	kcal per mole
net charge	0
HOMO-LUMO gap	10.3	eV

Entry 6:
C4H6BrNO2 | ωB97M-V with the def2-TZVPD basis set

```
14
Properties=species:S:1:pos:R:3:forces:R:3:nbo_charge:R:1
C -1.11507 1.05026 0.81324 0.022 -0.590 1.144 -0.625
C -0.01837 0.47758 -0.17436 -0.237 1.327 1.217 -0.258
C -0.62214 -0.59027 -1.11087 2.082 0.341 1.753 -0.098
N 0.11900 -1.66516 -1.03336 -0.580 0.754 1.028 0.386
O 0.08218 -2.79514 -1.41699 0.199 0.203 -0.233 -0.350
O 1.27920 -1.44272 0.05842 0.215 -0.559 -0.498 -0.450
C 1.40545 -0.13236 0.53743 -3.813 -1.039 -1.955 0.042
Br 3.02795 0.73563 -0.09260 -0.245 0.044 0.061 -0.006
H -1.83594 0.18667 1.12324 1.339 1.756 -0.011 0.217
H -1.70301 1.82743 0.29707 0.038 -0.549 -0.065 0.218
H -0.65362 1.66984 1.69542 -0.746 -1.681 -1.375 0.230
H 0.21031 1.38519 -0.72010 0.694 -0.106 -0.452 0.223
H -1.60095 -0.51337 -1.62524 1.122 -0.385 0.245 0.254
H 1.42499 -0.19356 1.64869 -0.091 0.485 -0.860 0.220
```
Forces are in eV/Å.

Summary:
SMILES	C[C@@H]1C=[N+]([O-])O[C@H]1Br
E_LUMO	0.4750	eV
ΔE to the lowest compared entry with this formula, charge and spin	111.62	kcal per mole
net charge	0
HOMO-LUMO gap	10.0	eV

Entry 7:
C4H6BrNO3 | ωB97M-V with the def2-TZVPD basis set

```
15
Properties=species:S:1:pos:R:3:forces:R:3:nbo_charge:R:1
C 0.08325 -1.43656 -1.74302 3.832 -2.748 -3.639 -0.436
C -0.61907 -0.59260 -1.08971 -2.567 2.067 0.944 0.067
O -1.00997 -0.90556 0.24698 0.514 2.197 -0.807 -0.508
C -1.29487 0.19917 1.06280 -0.982 -0.503 -0.405 0.389
C -0.16162 1.01731 1.64217 -0.070 -1.077 -5.596 -0.679
Br -2.69665 1.42703 0.26502 0.410 -0.377 0.201 -0.022
N -2.08128 -0.43134 2.19230 0.862 -0.218 -0.625 0.498
O -1.99234 0.08664 3.26409 -0.315 0.615 1.446 -0.375
O -2.65089 -1.43012 1.91331 -1.366 -1.397 0.124 -0.323
H 0.49197 -1.40670 -2.90524 -1.639 0.438 3.314 0.234
H 0.52539 -2.28907 -1.20183 -0.390 0.350 -0.272 0.215
H -1.13655 0.27613 -1.56538 0.567 -0.686 0.813 0.210
H -0.04208 1.73939 0.80237 0.534 0.211 1.273 0.236
H 0.64600 0.32925 1.57281 1.115 -0.352 0.520 0.234
H -0.40033 1.33915 2.56701 -0.507 1.479 2.708 0.261
```
Forces are in eV/Å.

Summary:
SMILES	C=CO[C@@](C)(Br)[N+](=O)[O-]
E_LUMO	-0.2835	eV
ΔE to the lowest compared entry with this formula, charge and spin	46.53	kcal per mole
net charge	0
HOMO-LUMO gap	10.0	eV

Entry 8:
C4H6BrP | ωB97M-V with the def2-TZVPD basis set

```
12
Properties=species:S:1:pos:R:3:forces:R:3:nbo_charge:R:1
C 0.81352 -0.59633 0.85693 -0.605 0.149 -0.449 -0.126
C -0.19162 -1.48164 0.56940 -0.357 -0.057 -0.492 -0.599
C 0.78789 0.75860 -0.02121 -0.868 -2.052 3.280 -0.438
C -0.12074 0.45975 -1.21873 -0.442 0.263 1.858 -0.749
P -1.18307 -0.97894 -0.79392 0.214 -0.202 -0.066 0.629
Br -2.76975 0.99915 0.78273 -0.363 0.194 0.200 -0.128
H 1.47639 -0.75736 1.72033 -0.206 0.409 -0.470 0.211
H -0.55637 -2.42089 1.04755 1.009 0.920 0.083 0.247
H 0.27955 1.46075 0.82075 1.427 -0.895 -2.377 0.246
H 1.82324 0.93124 -0.30409 -0.117 0.849 0.206 0.227
H -0.79478 1.26857 -1.36322 -0.594 0.851 -0.323 0.243
H 0.43574 0.35710 -2.09653 0.903 -0.431 -1.450 0.236
```
Forces are in eV/Å.

Summary:
E_LUMO (spin up / spin down)	1.0058 / -3.5851	eV
ΔE to the lowest compared entry with this formula, charge and spin	19.24	kcal per mole
net charge	0
HOMO-LUMO gap (spin up / spin down)	8.2 / 6.0	eV
spin multiplicity	3

Entry 9:
C4H6CdMgO4 | ωB97M-V with the def2-TZVPD basis set

```
16
Properties=species:S:1:pos:R:3:forces:R:3:nbo_charge:R:1
O 4.54706 1.02395 1.63106 -0.631 0.784 1.137 -1.403
Mg 3.49793 0.35266 0.24241 -0.704 1.303 1.932 1.636
O 0.88991 1.91911 -0.11567 2.459 0.866 0.871 -0.950
C 1.40277 0.87180 0.56051 0.086 -1.116 -1.230 -0.219
C 0.60712 -0.20934 0.79795 0.508 -0.281 0.013 -0.166
O -0.74309 -0.13981 0.40512 -0.157 -2.247 1.810 -0.669
C -1.25316 -1.11629 -0.51260 0.233 -0.461 -0.160 -0.096
C -2.52893 -0.51856 -1.10684 -0.289 -0.390 0.350 -0.080
O -2.31669 0.77476 -1.57482 -2.202 -0.948 -1.618 -0.973
Cd -0.96260 1.66165 -0.57074 -0.485 3.023 -0.838 1.585
H 4.11027 1.55888 2.38030 1.007 -1.436 -2.074 0.481
H 0.86705 -1.08943 1.38895 0.001 0.282 -0.210 0.185
H -1.43486 -2.06726 0.00992 -0.006 0.228 -0.102 0.185
H -0.50041 -1.28027 -1.30257 -0.135 0.055 0.184 0.172
H -3.31471 -0.53989 -0.32230 0.200 0.012 -0.209 0.147
H -2.86766 -1.20198 -1.91069 0.117 0.324 0.145 0.165
```
Forces are in eV/Å.

Summary:
E_LUMO	-1.3538	eV
ΔE to the lowest compared entry with this formula, charge and spin	0.00	kcal per mole
net charge	0
HOMO-LUMO gap	6.5	eV

Entry 10:
C4H6Cl2 | ωB97M-V with the def2-TZVPD basis set

```
12
Properties=species:S:1:pos:R:3:forces:R:3:nbo_charge:R:1
C 0.10338 -1.46103 -0.58723 -0.370 3.885 1.246 -0.391
C 0.04094 -0.18622 -0.02689 -0.023 -3.357 -1.123 0.003
C 0.21165 0.03494 1.45626 -0.044 -2.687 -0.906 -0.656
C -0.26439 0.92237 -0.97472 0.670 0.707 2.629 -0.216
Cl 1.02920 2.17402 -1.04016 -0.276 0.215 0.458 -0.047
Cl -1.88020 1.53337 -0.64238 -0.154 0.517 -0.003 -0.004
H 0.19506 -2.25879 0.14711 0.142 -0.359 -0.852 0.213
H -0.02773 -1.47939 -1.67934 0.121 -0.893 0.696 0.207
H 0.80565 -0.90311 1.79425 -1.020 1.907 0.010 0.223
H 0.76197 0.92395 1.51383 0.970 1.255 0.887 0.227
H -0.75979 0.11983 1.96063 0.374 0.002 0.000 0.234
H -0.21573 0.58006 -1.92137 -0.390 -1.192 -3.042 0.207
```
Forces are in eV/Å.

Summary:
SMILES	C=C(C)C(Cl)Cl
E_LUMO	0.8661	eV
ΔE to the lowest compared entry with this formula, charge and spin	16.89	kcal per mole
net charge	0
HOMO-LUMO gap	10.6	eV